{
  "formula": "C24H78N10O15",
  "method": "wB97M-V/def2-TZVPD",
  "lumo_energy_ev": 0.432,
  "e_homo_ha": -0.32490,
  "relative_energy_kcal_mol": 0.0,
  "orbital_gap_ha": 0.341,
  "symbols": ["C", "C", "O", "H", "H", "H", "H", "H", "H", "C", "C", "O", "H", "H", "H", "H", "H", "H", "C", "C", "O", "H", "H", "H", "H", "H", "H", "C", "C", "O", "H", "H", "H", "H", "H", "H", "C", "C", "O", "H", "H", "H", "H", "H", "H", "C", "C", "O", "H", "H", "H", "H", "H", "H", "C", "C", "O", "H", "H", "H", "H", "H", "H", "C", "C", "O", "H", "H", "H", "H", "H", "H", "C", "C", "O", "H", "H", "H", "H", "H", "H", "C", "O", "N", "N", "H", "H", "H", "H", "C", "O", "N", "N", "H", "H", "H", "H", "C", "O", "N", "N", "H", "H", "H", "H", "C", "O", "N", "N", "H", "H", "H", "H", "C", "O", "N", "N", "H", "H", "H", "H", "C", "O", "H", "H", "H", "H"],
  "coordinates": [[-7.74, -13.59, -0.18], [-6.80, -14.75, -0.46], [-6.77, -15.52, 0.67], [-7.39, -12.80, 0.52], [-8.71, -13.87, 0.29], [-8.01, -13.00, -1.10], [-5.81, -14.25, -0.76], [-7.19, -15.38, -1.30], [-6.40, -15.01, 1.36], [-8.92, -15.17, 3.14], [-8.16, -13.86, 3.36], [-8.88, -12.73, 2.89], [-8.92, -15.58, 2.13], [-9.83, -15.40, 3.67], [-8.23, -15.91, 3.56], [-7.16, -13.85, 2.89], [-8.09, -13.80, 4.36], [-9.54, -13.06, 2.26], [-9.33, -14.76, -3.36], [-8.91, -16.17, -3.11], [-7.78, -16.52, -3.88], [-9.73, -14.56, -4.39], [-8.47, -14.03, -3.48], [-10.09, -14.30, -2.69], [-9.82, -16.79, -3.27], [-8.76, -16.36, -2.03], [-7.78, -17.48, -3.88], [-15.03, -13.58, 1.74], [-14.60, -13.39, 0.36], [-14.94, -12.12, 0.05], [-16.01, -13.50, 1.96], [-14.51, -12.93, 2.38], [-14.67, -14.63, 1.96], [-14.99, -14.11, -0.35], [-13.52, -13.44, 0.24], [-14.14, -11.57, 0.14], [-11.71, -8.17, 0.19], [-12.95, -8.54, 1.00], [-13.17, -9.90, 0.67], [-10.85, -8.59, 0.68], [-11.55, -7.12, 0.19], [-11.79, -8.48, -0.86], [-13.78, -7.90, 0.77], [-12.90, -8.56, 2.08], [-12.62, -10.53, 1.24], [-14.36, -15.71, -3.08], [-13.24, -14.81, -2.55], [-13.75, -13.49, -2.50], [-15.26, -15.54, -2.46], [-14.40, -16.83, -2.93], [-14.49, -15.53, -4.09], [-12.37, -14.83, -3.15], [-12.98, -15.04, -1.53], [-13.01, -13.06, -2.83], [-11.44, -10.70, -5.62], [-10.09, -10.56, -4.92], [-9.43, -11.81, -4.96], [-11.98, -9.79, -5.58], [-12.11, -11.37, -5.11], [-11.27, -11.08, -6.70], [-10.40, -10.07, -3.91], [-9.49, -9.76, -5.42], [-8.65, -11.69, -4.50], [-11.30, -12.05, -1.94], [-10.06, -11.16, -1.44], [-9.78, -11.23, -0.04], [-12.28, -11.62, -1.60], [-11.50, -13.07, -1.60], [-11.27, -12.14, -2.97], [-10.31, -10.09, -1.71], [-9.23, -11.36, -2.05], [-9.02, -10.72, 0.13], [-5.80, -13.95, -3.73], [-6.36, -12.80, -4.53], [-7.02, -11.94, -3.63], [-5.41, -14.75, -4.41], [-6.45, -14.34, -3.03], [-4.85, -13.64, -3.35], [-6.93, -13.15, -5.32], [-5.55, -12.18, -4.88], [-6.73, -12.01, -2.74], [-7.35, -9.66, -1.33], [-6.90, -10.72, -0.67], [-8.02, -8.78, -0.67], [-7.16, -9.31, -2.55], [-8.08, -9.01, 0.28], [-8.50, -7.97, -1.02], [-6.77, -10.07, -3.16], [-7.81, -8.64, -3.00], [-8.81, -9.27, 2.54], [-10.18, -9.33, 2.82], [-8.17, -8.21, 2.24], [-8.00, -10.30, 2.41], [-8.75, -7.37, 2.42], [-7.13, -8.20, 2.16], [-8.41, -11.21, 2.55], [-7.09, -10.26, 2.15], [-10.14, -6.91, -3.95], [-9.39, -7.74, -3.11], [-11.35, -7.14, -4.27], [-9.63, -5.82, -4.37], [-11.82, -7.98, -3.77], [-11.91, -6.70, -5.04], [-8.68, -5.62, -4.09], [-9.99, -5.35, -5.18], [-14.07, -9.89, -3.15], [-13.26, -8.85, -3.49], [-14.57, -10.75, -3.97], [-14.37, -10.04, -1.92], [-14.50, -10.76, -5.02], [-15.15, -11.52, -3.63], [-13.75, -9.49, -1.29], [-14.90, -10.81, -1.49], [-11.87, -12.72, 2.35], [-12.27, -13.60, 3.32], [-11.23, -13.20, 1.31], [-11.82, -11.41, 2.35], [-11.35, -14.20, 1.29], [-10.82, -12.67, 0.47], [-12.20, -10.92, 3.19], [-11.02, -10.93, 2.03], [-10.57, -15.76, -0.28], [-11.31, -15.77, 0.87], [-9.51, -15.66, -0.01], [-10.89, -14.85, -0.78], [-10.85, -16.64, -0.89], [-10.80, -16.26, 1.54]],
  "mulliken_charge": [2.324, -0.665, -0.582, 0.318, -0.994, -1.226, 0.275, -0.155, 0.447, -1.046, -0.611, -0.664, 0.128, 0.362, 0.493, 0.242, 0.622, -0.358, 2.076, -0.982, -0.469, 0.567, -1.058, -0.863, 0.437, 0.248, 0.341, -1.419, 1.116, -0.684, 0.494, 0.254, 0.281, 0.217, -0.723, 0.399, 0.385, -0.834, -0.665, -0.499, 0.676, -0.332, 0.329, 0.488, 0.377, -1.706, 0.574, -0.468, 0.307, 0.342, 0.417, 0.294, 0.043, -0.070, -1.314, 0.969, -0.425, 0.439, 0.040, 0.314, -0.538, 0.432, 0.224, -0.768, 0.717, 2.868, -0.192, -1.005, 1.848, -0.005, -0.080, -1.562, -0.845, -0.557, -0.987, 0.328, -0.083, 0.457, 0.338, 0.445, 0.468, 0.145, -0.703, -0.048, -0.272, 0.119, 0.151, 0.433, 0.294, 0.083, -0.703, -0.257, -0.018, 0.310, 0.230, 0.221, 0.152, 0.466, -0.657, -0.159, -0.431, 0.046, 0.264, 0.275, 0.173, 0.392, -0.853, -0.233, -0.219, 0.288, 0.155, -0.095, 0.296, -0.336, -0.800, 3.132, 0.099, -0.194, -1.910, 0.317, -0.269, -0.155, -0.746, 0.082, -0.222, 0.488, 0.343]
}